No. 1
DFT (ωB97M-V with the def2-TZVPD basis set) results for a molecular structure, C16H43IrN2O6PS2SbSe4Si2Te2 at a distorted geometry.

XYZ file:
```
80
Properties=species:S:1:pos:R:3:lowdin_charge:R:1
Ir 0.028 0.709 1.249 0.48
Se 1.349 -2.211 4.151 -0.02
Sb 0.544 1.962 4.072 0.32
Se -0.145 -0.588 3.565 0.02
Se 3.027 1.381 5.060 -0.15
Se -0.688 2.462 6.089 -0.16
N 4.303 -0.339 2.806 -0.04
C 4.545 0.883 1.996 -0.17
C 3.196 1.284 1.444 -0.27
N 2.494 0.244 0.689 -0.10
C 2.613 -1.127 1.213 -0.25
C 3.920 -1.466 1.907 -0.17
H 3.552 -0.036 3.573 -0.06
H 5.098 -0.562 3.399 0.15
H 5.289 0.661 1.228 0.12
H 4.898 1.667 2.663 0.09
H 3.268 2.179 0.830 0.10
H 2.606 1.555 2.319 -0.03
H 2.785 0.282 -0.280 0.09
H 2.435 -1.834 0.403 0.13
H 1.828 -1.290 1.943 -0.07
H 4.743 -1.620 1.205 0.11
H 3.759 -2.360 2.504 0.08
O -2.316 2.845 0.736 -0.52
S -1.502 3.121 1.925 0.02
O -1.551 1.952 2.900 -0.73
O -1.844 4.365 2.582 -0.39
S 0.447 3.244 1.278 0.26
C -4.352 -0.089 3.628 -0.07
C -4.267 0.079 2.124 -0.28
O -2.982 -0.356 1.652 -0.39
P -2.605 -1.768 1.032 -0.02
O -1.125 -1.656 0.719 -0.54
Te -4.096 -2.408 -0.698 0.28
O -2.821 -2.738 2.301 -0.32
C -2.334 -4.089 2.236 -0.31
C -2.007 -4.541 3.641 -0.08
H -5.329 0.260 3.977 0.07
H -3.571 0.500 4.114 0.07
H -4.222 -1.135 3.904 0.07
H -4.330 1.131 1.848 0.11
H -5.051 -0.468 1.601 0.07
H -1.446 -4.128 1.601 0.11
H -3.110 -4.713 1.785 0.09
H -1.162 -3.976 4.035 0.02
H -1.749 -5.605 3.638 0.07
H -2.869 -4.385 4.295 0.08
C 1.208 1.946 -4.483 -0.19
Si 0.722 2.984 -2.992 0.40
C 0.457 4.725 -3.641 -0.19
C 2.187 3.019 -1.846 -0.19
C -0.927 2.470 -2.296 -0.54
Te -1.331 0.773 -1.031 1.34
C -0.059 -0.547 -2.191 -0.53
Si -0.769 -1.638 -3.528 0.38
C -1.004 -3.380 -2.889 -0.20
C -2.295 -0.901 -4.321 -0.20
C 0.494 -1.810 -4.921 -0.20
H 1.805 2.550 -5.176 0.03
H 0.329 1.581 -5.026 0.03
H 1.807 1.076 -4.205 0.02
H 1.377 5.142 -4.067 0.02
H 0.128 5.388 -2.834 0.03
H -0.313 4.740 -4.420 0.03
H 2.966 3.679 -2.240 0.03
H 2.614 2.018 -1.718 0.02
H 1.896 3.381 -0.859 -0.05
H -1.615 2.357 -3.141 0.01
H -1.316 3.287 -1.676 0.00
H 0.405 -1.185 -1.434 -0.01
H 0.714 0.106 -2.599 -0.03
H -1.032 -3.386 -1.796 0.00
H -0.173 -4.016 -3.221 0.02
H -1.941 -3.821 -3.236 0.02
H -2.909 -0.389 -3.573 0.00
H -2.915 -1.679 -4.777 0.03
H -2.018 -0.180 -5.100 0.02
H 1.430 -2.250 -4.558 0.03
H 0.732 -0.849 -5.388 0.00
H 0.093 -2.472 -5.699 0.03
```

Results
multiplicity = 5
calculated total energy = -364622.958 eV
HOMO energy (alpha / beta) = -1.729 / -1.758 eV
HOMO-LUMO gap (alpha / beta) = 5.14 / 4.87 eV
total charge = -2
<S²> = 6.043

No. 2
DFT (ωB97M-V with the def2-TZVPD basis set) results for a molecular structure, C16H44AgGeN5Si2Te.

XYZ file:
```
70
Properties=species:S:1:pos:R:3:lowdin_charge:R:1
Ag -0.687 -1.646 -0.734 0.62
C 4.238 -1.838 -1.286 -0.06
N 3.636 -2.209 -0.020 -0.15
C 4.505 -2.038 1.138 -0.04
C 2.278 -2.127 0.102 -0.48
N 1.482 -1.620 -0.768 0.05
N 1.741 -2.742 1.231 0.10
C 0.943 -2.044 2.149 -0.57
N 0.236 -2.908 2.962 0.15
N 1.001 -0.776 2.202 0.13
H 5.249 -2.241 -1.320 0.09
H 4.295 -0.750 -1.411 0.08
H 3.669 -2.267 -2.109 0.09
H 5.297 -2.788 1.128 0.09
H 3.934 -2.128 2.057 0.08
H 4.961 -1.044 1.122 0.09
H 1.955 -1.059 -1.465 0.05
H 2.208 -3.564 1.577 0.15
H -0.182 -3.691 2.479 0.06
H -0.418 -2.451 3.579 0.08
H 0.298 -0.405 2.836 0.04
C -2.230 -4.521 1.130 -0.25
Ge -3.248 -2.835 0.978 0.67
C -5.149 -3.322 1.156 -0.24
C -2.833 -1.683 2.525 -0.24
C -2.778 -1.916 -0.648 -0.49
H -2.204 -4.899 2.155 0.01
H -1.211 -4.380 0.761 -0.02
H -2.691 -5.289 0.507 0.01
H -5.341 -3.828 2.104 0.01
H -5.449 -3.988 0.345 0.01
H -5.775 -2.430 1.111 0.01
H -2.798 -2.252 3.458 0.01
H -3.600 -0.915 2.635 0.02
H -1.880 -1.174 2.363 -0.03
H -3.292 -0.949 -0.682 -0.06
H -3.114 -2.490 -1.516 -0.05
C -0.470 3.044 -3.427 -0.20
Si -2.113 2.339 -2.861 0.38
C -3.496 3.385 -3.580 -0.19
C -2.271 0.581 -3.470 -0.19
C -2.271 2.377 -0.990 -0.60
Te -0.642 1.502 0.101 1.13
C 0.583 3.258 0.044 -0.61
Si 2.263 3.056 0.855 0.37
C 3.141 1.571 0.124 -0.19
C 2.062 2.807 2.696 -0.18
C 3.248 4.617 0.522 -0.19
H -0.411 3.014 -4.518 0.03
H 0.364 2.460 -3.031 0.02
H -0.342 4.084 -3.117 0.03
H -3.471 3.374 -4.673 0.03
H -3.416 4.424 -3.255 0.03
H -4.474 3.012 -3.267 0.03
H -2.159 0.537 -4.556 0.03
H -3.244 0.157 -3.213 0.03
H -1.513 -0.066 -3.021 -0.01
H -3.156 1.810 -0.688 0.00
H -2.395 3.389 -0.599 0.01
H 0.037 4.062 0.543 0.01
H 0.714 3.534 -1.003 -0.02
H 2.600 0.666 0.413 -0.01
H 4.163 1.502 0.507 0.03
H 3.187 1.630 -0.967 0.03
H 1.576 1.851 2.896 0.00
H 1.460 3.602 3.142 0.03
H 3.033 2.799 3.198 0.03
H 3.376 4.783 -0.550 0.03
H 4.242 4.554 0.972 0.03
H 2.750 5.494 0.939 0.03
```

Results
calculated total energy = -108321.851 eV
HOMO energy = -6.973 eV
HOMO-LUMO gap = 7.39 eV

No. 3
DFT (ωB97M-V with the def2-TZVPD basis set) results for a molecular structure, C16H44AlF3NO18S6 at a distorted geometry.

XYZ file:
```
89
Properties=species:S:1:pos:R:3:lowdin_charge:R:1
N -0.892 -6.129 -2.057 0.32
H -0.748 -5.099 -1.925 0.08
H -1.059 -6.545 -1.142 0.16
H -0.039 -6.511 -2.466 0.16
H -1.704 -6.239 -2.666 0.16
Al 0.475 -4.712 2.956 1.22
C 1.024 -1.336 -0.897 -0.65
F 1.729 -0.821 -1.880 0.17
F 1.647 -0.921 0.229 0.11
F -0.198 -0.895 -0.839 0.19
S 1.276 -3.234 -0.955 0.58
O 0.390 -3.743 -1.989 -0.26
O 2.694 -3.392 -1.200 -0.19
O 0.968 -3.770 0.385 -0.34
O 5.245 -2.676 3.529 -0.21
S 4.152 -2.478 2.628 0.68
O 2.927 -3.228 2.791 -0.36
O 3.699 -0.908 2.659 -0.21
C 4.508 0.024 3.353 -0.23
C 3.836 1.364 3.529 -0.02
C 4.707 -2.560 0.866 -0.04
H 5.441 0.148 2.768 0.17
H 4.858 -0.422 4.293 0.15
H 2.796 1.188 3.816 0.06
H 3.892 2.036 2.677 0.09
H 4.281 1.814 4.418 0.11
H 5.792 -2.581 0.813 0.09
H 4.216 -1.806 0.261 0.06
H 4.309 -3.546 0.607 0.06
O 1.404 6.166 0.452 -0.20
S 1.248 6.021 -0.991 0.70
O 1.558 7.101 -1.872 -0.17
O 2.184 4.716 -1.342 -0.17
C 2.288 3.689 -0.343 -0.24
C 2.639 2.346 -0.997 -0.02
C -0.396 5.375 -1.354 -0.08
H 1.361 3.580 0.215 0.09
H 3.122 3.923 0.320 0.14
H 3.059 1.675 -0.254 0.08
H 3.287 2.431 -1.868 0.10
H 1.689 1.988 -1.406 0.06
H -0.504 4.394 -0.888 0.05
H -0.413 5.343 -2.441 0.08
H -1.184 5.972 -0.900 0.10
O -1.769 -0.149 3.371 -0.24
S -0.397 -0.514 3.593 0.66
O 0.005 -1.872 3.302 -0.38
O 0.508 0.526 2.671 -0.25
C -0.075 1.833 2.524 -0.24
C -0.904 1.985 1.253 -0.05
C 0.268 -0.164 5.230 -0.07
H 0.802 2.451 2.294 0.12
H -0.573 2.190 3.421 0.13
H -0.305 1.882 0.348 0.07
H -1.172 3.050 1.223 0.10
H -1.872 1.487 1.281 0.07
H 1.336 -0.327 5.092 0.06
H -0.109 -0.883 5.951 0.09
H 0.093 0.884 5.464 0.08
O -3.645 1.454 -0.529 -0.28
S -3.437 2.243 -1.704 0.64
O -3.144 3.662 -1.765 -0.27
O -2.204 1.516 -2.490 -0.29
C -1.874 1.847 -3.824 -0.27
C -0.354 1.724 -3.960 -0.05
C -4.786 1.954 -2.883 -0.08
H -2.019 2.920 -3.996 0.13
H -2.372 1.181 -4.527 0.13
H 0.044 2.226 -4.841 0.09
H -0.035 0.684 -3.896 0.07
H 0.121 2.268 -3.137 0.06
H -4.561 2.346 -3.868 0.08
H -5.738 2.250 -2.446 0.09
H -4.852 0.863 -2.845 0.07
O -4.122 -4.003 1.119 -0.23
S -2.946 -3.239 0.804 0.64
O -1.764 -3.303 1.639 -0.37
O -2.483 -3.490 -0.734 -0.33
C -3.561 -3.482 -1.776 -0.19
C -3.096 -2.451 -2.748 -0.05
C -3.371 -1.460 0.701 -0.08
H -4.516 -3.337 -1.271 0.12
H -3.515 -4.535 -2.056 0.11
H -3.778 -2.284 -3.588 0.10
H -2.242 -2.856 -3.298 0.08
H -2.868 -1.497 -2.282 0.07
H -2.583 -0.897 0.209 0.05
H -3.323 -1.139 1.745 0.06
H -4.379 -1.290 0.334 0.09
```

Results
calculated total energy = -135374.256 eV
HOMO energy = -17.362 eV
HOMO-LUMO gap = 1.71 eV
total charge = +3